Formula: C19H25N3O4S2
Source: the Open Molecules 2025 dataset
Level of theory: ωB97M-V with the def2-TZVPD basis set

ORCA input file:
```
! wB97M-V def2-TZVPD RIJCOSX def2/J DEFGRID3
* xyz 0 1
C 2.5974 -1.4555 -1.6074
C 2.2726 -1.9193 -0.1921
O 0.8955 -2.2129 0.0130
C 0.0512 -1.1130 0.0002
C -0.5564 -0.6993 -1.1752
C -1.4124 0.3941 -1.1857
N -2.0668 0.8542 -2.3265
C -1.6664 0.8913 -3.6233
S -2.7298 1.4657 -4.7540
N -0.4326 0.4295 -3.9301
C 0.1694 0.6456 -5.2231
C 1.2316 1.7489 -5.1318
O 2.2472 1.4446 -4.1982
C 3.2429 0.5755 -4.6806
C -1.7006 1.0534 0.0296
O -2.5753 2.0890 -0.0663
C -2.9645 2.7707 1.1144
C -3.9667 3.8408 0.7125
C -1.1138 0.6233 1.2064
C -0.2305 -0.4526 1.2020
N 0.3786 -0.9450 2.3526
C 0.3303 -0.4578 3.6248
O -0.2682 0.5476 3.9595
C 1.0923 -1.2514 4.6006
C 1.1634 -0.9893 5.9424
C 1.9698 -1.9052 6.6429
C 2.5075 -2.8537 5.8306
S 2.0398 -2.6510 4.1941
H 2.1809 -0.4688 -1.7968
H 2.1953 -2.1595 -2.3318
H 3.6760 -1.4042 -1.7287
H 2.6112 -1.1625 0.5298
H 2.7809 -2.8634 0.0206
H -0.3920 -1.2759 -2.0706
H -2.9211 1.3661 -2.1409
H 0.2375 0.3977 -3.1713
H -0.6153 0.9396 -5.9228
H 0.6205 -0.2922 -5.5621
H 0.7636 2.6665 -4.7650
H 1.6606 1.9386 -6.1241
H 3.6941 0.9663 -5.5999
H 4.0017 0.5183 -3.9028
H 2.8548 -0.4299 -4.8771
H -3.4189 2.0642 1.8208
H -2.0864 3.2268 1.5891
H -3.5141 4.5259 0.0007
H -4.2830 4.3962 1.5904
H -4.8362 3.3837 0.2478
H -1.3172 1.1070 2.1455
H 0.8786 -1.8118 2.1895
H 0.6450 -0.1616 6.3908
H 2.1442 -1.8626 7.7028
H 3.1553 -3.6673 6.0914
*
```

Values from the calculation:
E_LUMO: 0.1 eV
SMILES string: CCOc1cc(NC(=S)NCCOC)c(OCC)cc1NC(=O)c1cccs1
energy above the lowest of the compared OMol25 structures with the same formula, charge and spin: 19.9 kcal per mole
DFT total energy: -54439.5127 eV
orbital gap: 7.75 eV